The following is a quantum chemistry calculation of C7H22N4O7Pd as an isolated structure at a distorted geometry, from the Open Molecules 2025 dataset.

Structure (XYZ):
```
41
Properties=species:S:1:pos:R:3
O -3.40 0.21 0.82
H -4.37 0.31 0.86
Pd -0.22 0.17 0.31
N 0.98 0.18 -1.26
N -1.18 1.42 -0.96
O 2.24 -0.39 -1.35
O -2.46 1.89 -0.92
C 0.67 0.97 -2.29
C -0.52 1.74 -2.08
C 1.62 1.06 -3.42
C -1.12 2.72 -3.02
H 2.10 0.09 -3.67
H 2.43 1.77 -3.18
H 1.11 1.42 -4.32
H -1.71 3.47 -2.48
H -1.79 2.21 -3.72
H -0.34 3.22 -3.60
H 2.29 -1.02 -0.59
H -2.89 1.32 -0.20
O 1.47 2.07 1.69
H 2.40 1.92 1.45
H 1.30 2.99 1.40
C -3.07 -1.10 0.24
H -2.93 -1.81 1.06
H -2.13 -1.03 -0.34
H -3.89 -1.44 -0.41
O -0.01 -4.18 -0.86
H -0.25 -3.67 -1.66
H -0.04 -3.48 -0.17
C 3.16 -2.16 2.77
O 1.92 -1.67 3.37
C 1.06 -1.10 2.54
O 1.20 -1.08 1.29
N 0.01 -0.53 3.16
N -0.94 0.15 2.35
H 3.73 -2.55 3.61
H 3.70 -1.33 2.29
H 2.94 -2.95 2.04
H -0.16 -0.64 4.15
H -1.86 -0.29 2.42
H -1.01 1.11 2.68
```

## Properties
**Energy above the lowest of the compared OMol25 structures with the same formula, charge and spin**: 0.00 kcal/mol
**LUMO level (spin up / spin down)**: 0.0055 / 0.0051 hartree
**Total energy**: -1153.2932 Eh
**E_HOMO (spin up / spin down)**: -4.251 / -6.239 eV
**Expectation value of S²**: 2.021
**Multiplicity**: 3
**Orbital gap (spin up / spin down)**: 4.400 / 6.378 eV

---

The following is a quantum chemistry calculation of C7H23AlN2O2PS as an isolated structure at a distorted geometry, from the Open Molecules 2025 dataset.

Structure (XYZ):
```
37
Properties=species:S:1:pos:R:3
C -0.70 2.45 -1.05
C -0.34 0.89 -1.50
S -1.04 -0.21 -0.12
C -2.68 -0.96 -0.64
Al -3.74 0.13 -2.02
P -6.02 0.17 -1.38
N -6.77 1.72 -1.93
O -6.15 0.18 0.36
H -0.47 3.24 -1.88
H -1.86 2.43 -0.76
H -0.13 2.66 -0.03
H 0.81 0.70 -1.63
H -0.83 0.60 -2.56
H -3.27 -1.20 0.36
H -2.42 -2.00 -1.16
H -3.72 -0.67 -3.41
H -3.29 1.63 -2.19
H -7.33 1.55 -2.80
H -7.47 2.00 -1.19
H -6.08 1.14 0.66
C 2.79 0.08 2.30
C 2.61 -1.05 1.29
C 3.66 -2.17 1.41
O 4.95 -1.83 0.88
C 5.76 -1.07 1.76
N 2.60 -0.47 -0.07
H 3.62 0.75 2.04
H 1.89 0.69 2.35
H 2.98 -0.32 3.30
H 1.63 -1.49 1.48
H 3.32 -3.03 0.82
H 3.75 -2.52 2.45
H 5.61 -1.34 2.81
H 5.58 0.00 1.60
H 6.81 -1.26 1.50
H 2.37 -1.21 -0.73
H 3.56 -0.22 -0.30
```

## Properties
**Energy above the lowest of the compared OMol25 structures with the same formula, charge and spin**: 94.33 kcal/mol
**LUMO level**: 0.0937 hartree
**Total energy**: -1522.4246 Eh
**E_HOMO**: -2.900 eV
**Multiplicity**: 1
**Charge**: -1
**Orbital gap**: 5.449 eV

---

The following is a quantum chemistry calculation of a 5-piece molecular cluster, C7H23BrN7O4 overall at a distorted geometry, from the Open Molecules 2025 dataset.

Structure (XYZ):
```
42
Properties=species:S:1:pos:R:3
Br 0.76 0.04 -0.53
C -3.97 1.04 1.24
C -3.00 1.53 0.16
C -3.41 2.37 -1.00
O -4.43 1.70 -1.74
C -5.16 2.46 -2.63
N -1.93 2.28 0.90
H -4.38 1.87 1.81
H -3.50 0.49 2.05
H -4.74 0.46 0.73
H -2.61 0.64 -0.33
H -2.63 2.66 -1.70
H -3.92 3.25 -0.60
H -5.82 2.10 -3.43
H -4.52 3.09 -3.24
H -5.80 3.15 -2.09
H -1.65 1.59 1.59
H -1.25 2.08 0.17
C 1.38 1.44 3.19
O 0.96 1.65 4.33
N 1.87 0.37 2.64
N 0.85 2.21 2.29
H 1.89 -0.44 3.24
H 1.70 0.39 1.65
H 0.30 2.99 2.62
H 0.79 1.94 1.32
C 3.76 -1.93 -3.44
O 4.66 -1.27 -3.04
N 3.70 -2.75 -4.42
N 2.58 -1.93 -2.88
H 4.51 -2.75 -5.01
H 2.90 -3.27 -4.76
H 2.31 -1.11 -2.37
H 1.97 -2.63 -3.29
C 3.60 -3.14 1.70
O 4.30 -3.24 0.71
N 2.44 -2.43 1.76
N 3.91 -3.86 2.81
H 1.68 -2.63 2.40
H 2.09 -1.97 0.93
H 3.08 -4.03 3.36
H 4.74 -4.43 2.93
```

## Properties
**Energy above the lowest of the compared OMol25 structures with the same formula, charge and spin**: 95.01 kcal/mol
**LUMO level**: 0.1044 hartree
**Total energy**: -3538.8927 Eh
**E_HOMO**: -5.556 eV
**Multiplicity**: 1
**Charge**: -1
**Orbital gap**: 8.397 eV

---

The following is a quantum chemistry calculation of C7H24FeN10O7 as an isolated structure at a distorted geometry, from the Open Molecules 2025 dataset.

Structure (XYZ):
```
49
Properties=species:S:1:pos:R:3
Fe 0.06 0.57 -0.30
O 0.35 2.26 -1.68
C 0.41 1.83 -3.03
C 0.77 2.91 -4.24
O 1.19 4.19 -3.84
H -0.49 1.24 -3.23
H 1.14 1.03 -2.93
H -0.11 3.13 -4.84
H 1.46 2.45 -4.95
C 1.91 1.80 2.18
O 1.28 1.31 1.26
N 2.43 1.14 3.18
N 2.36 3.01 2.30
H 2.24 0.19 3.46
H 2.75 1.71 3.95
H 2.48 3.34 3.25
H 2.09 3.72 1.63
C -0.51 -1.36 2.29
O -0.34 -0.79 1.18
N -0.79 -0.84 3.46
N -0.37 -2.67 2.48
H -1.04 -1.44 4.23
H -0.96 0.15 3.53
H -0.13 -3.25 1.69
H -0.42 -2.99 3.43
C 2.58 -1.63 -0.27
O 1.83 -0.71 -0.53
N 3.88 -1.45 -0.10
N 2.25 -2.87 -0.14
H 4.22 -0.50 -0.06
H 4.44 -2.27 0.06
H 3.01 -3.54 -0.10
H 1.27 -3.08 -0.26
C -1.65 -1.58 -2.13
O -1.02 -0.80 -1.39
N -2.52 -1.24 -3.02
N -1.50 -2.85 -2.16
H -2.65 -0.24 -3.09
H -3.15 -1.85 -3.51
H -2.10 -3.47 -2.69
H -0.68 -3.17 -1.68
C -2.75 1.23 0.74
O -1.59 1.50 0.53
N -3.64 0.83 -0.16
N -3.24 1.08 1.87
H -3.33 0.86 -1.12
H -4.58 0.89 0.20
H -4.24 0.94 1.93
H -2.60 1.26 2.62
```

## Properties
**Energy above the lowest of the compared OMol25 structures with the same formula, charge and spin**: 13.13 kcal/mol
**LUMO level (spin up / spin down)**: -0.0269 / -0.0269 hartree
**Total energy**: -2618.9566 Eh
**E_HOMO (spin up / spin down)**: -2.566 / -2.555 eV
**Expectation value of S²**: 6.010
**Multiplicity**: 5
**Orbital gap (spin up / spin down)**: 1.834 / 1.822 eV

---

The following is a quantum chemistry calculation of a 6-piece molecular cluster, C7H24NO7 overall at a distorted geometry, from the Open Molecules 2025 dataset.

Structure (XYZ):
```
39
Properties=species:S:1:pos:R:3
N 6.36 -5.99 6.64
H 7.00 -6.26 5.87
H 6.92 -5.81 7.51
H 5.78 -6.84 6.78
H 5.75 -5.22 6.36
C 8.81 -4.99 9.09
O 8.85 -4.18 10.09
O 7.66 -5.64 8.91
O 9.83 -5.27 8.36
O 6.26 -8.36 9.39
H 7.08 -8.82 9.18
H 6.54 -7.42 9.47
O 7.80 -6.60 4.42
H 8.69 -6.90 4.66
H 7.88 -6.34 3.49
C 5.78 -2.07 5.31
C 4.70 -3.09 4.94
C 4.99 -3.99 3.75
O 4.43 -3.99 6.03
H 5.43 -1.38 6.08
H 6.04 -1.55 4.38
H 6.73 -2.52 5.62
H 3.81 -2.51 4.71
H 5.18 -3.31 2.92
H 4.11 -4.58 3.47
H 5.84 -4.67 3.79
H 4.05 -3.46 6.74
C 5.80 -9.80 5.75
C 4.70 -8.78 5.57
C 3.31 -9.39 5.35
O 4.60 -8.01 6.78
H 5.63 -10.43 6.62
H 6.79 -9.36 5.78
H 5.87 -10.42 4.84
H 4.99 -8.07 4.79
H 3.20 -10.26 5.99
H 3.09 -9.72 4.33
H 2.51 -8.69 5.59
H 4.13 -8.52 7.45
```

## Properties
**LUMO level**: 0.0754 hartree
**Total energy**: -862.5372 Eh
**E_HOMO**: -1.369 eV
**Multiplicity**: 1
**Charge**: -1
**Orbital gap**: 3.420 eV

---

The following is a quantum chemistry calculation of a 5-piece molecular cluster, C7H25N7O5 overall at a distorted geometry, from the Open Molecules 2025 dataset.

Structure (XYZ):
```
44
Properties=species:S:1:pos:R:3
C -1.12 2.47 1.94
O -1.69 2.56 0.63
C -0.77 2.18 -0.34
C -1.52 1.85 -1.69
C -3.01 1.49 -1.65
N -0.69 0.84 -2.34
H -0.71 1.46 2.04
H -1.92 2.71 2.64
H -0.26 3.09 2.18
H 0.11 2.82 -0.47
H -0.41 1.19 -0.01
H -1.50 2.72 -2.35
H -3.44 0.94 -2.48
H -3.54 2.45 -1.57
H -3.29 0.90 -0.77
H -0.85 -0.04 -1.83
H -1.04 0.60 -3.26
N -2.70 -0.14 1.87
C -2.51 -1.45 1.53
N -2.12 -2.26 2.53
O -2.74 -1.82 0.37
H -2.44 0.23 2.77
H -2.96 0.58 1.22
H -2.16 -3.24 2.36
H -2.19 -1.89 3.46
N 2.92 -1.26 -1.78
C 3.38 -0.45 -2.78
N 2.52 0.58 -3.03
O 4.50 -0.57 -3.25
H 1.97 -1.18 -1.43
H 3.47 -2.03 -1.45
H 2.71 1.08 -3.88
H 1.58 0.58 -2.64
N 3.44 -0.48 1.72
C 2.50 -1.35 2.23
N 2.37 -2.48 1.47
O 1.84 -1.14 3.24
H 4.00 -0.90 1.00
H 3.55 0.47 2.00
H 3.05 -2.71 0.78
H 1.72 -3.15 1.86
O 0.21 -1.62 -0.57
H 0.38 -1.56 0.37
H -0.65 -2.06 -0.64
```

## Properties
**Energy above the lowest of the compared OMol25 structures with the same formula, charge and spin**: 9.63 kcal/mol
**LUMO level**: 0.0129 hartree
**Total energy**: -1041.2964 Eh
**E_HOMO**: -9.461 eV
**Multiplicity**: 1
**Structure (SMILES)**: COC[C@H](C)N.NC(N)=O.NC(N)=O.NC(N)=O.O
**Orbital gap**: 9.813 eV

---

The following is a quantum chemistry calculation of a 6-piece molecular cluster, C7H25NO5 overall, from the Open Molecules 2025 dataset.

Structure (XYZ):
```
38
Properties=species:S:1:pos:R:3
C -0.77 2.61 -1.82
C -0.47 1.16 -1.56
C 0.05 0.68 -0.44
C 0.39 1.56 0.74
C 0.41 -0.77 -0.30
C 1.92 -1.04 -0.23
C 2.17 -2.50 0.08
N 2.53 -0.61 -1.49
H -1.39 2.76 -2.71
H -1.24 3.12 -0.99
H 0.16 3.16 -1.96
H -0.68 0.49 -2.40
H -0.30 2.41 0.86
H 0.38 0.99 1.68
H 1.40 2.00 0.62
H -0.03 -1.16 0.63
H -0.03 -1.37 -1.09
H 2.31 -0.41 0.57
H 1.74 -2.79 1.04
H 3.23 -2.72 0.15
H 1.74 -3.15 -0.69
H 1.99 -0.96 -2.27
H 3.49 -0.95 -1.58
O -3.14 1.29 0.28
H -2.99 1.24 -0.67
H -2.25 1.33 0.66
O -4.20 -0.99 1.29
H -3.86 -0.16 0.91
H -4.75 -0.73 2.03
O -2.02 -2.42 2.06
H -2.80 -1.90 1.78
H -1.92 -3.12 1.41
O 2.68 2.38 -1.55
H 3.63 2.40 -1.64
H 2.45 1.43 -1.53
O 0.27 -0.88 2.45
H -0.55 -1.40 2.28
H 0.45 -0.98 3.39
```

## Properties
**Energy above the lowest of the compared OMol25 structures with the same formula, charge and spin**: 0.00 kcal/mol
**LUMO level**: 0.0219 hartree
**Total energy**: -712.6665 Eh
**E_HOMO**: -8.745 eV
**Multiplicity**: 1
**Structure (SMILES)**: C/C=C(\C)C[C@@H](C)N.O.O.O.O.O
**Orbital gap**: 9.341 eV

---

The following is a quantum chemistry calculation of C7H26FeN4O8 as an isolated structure at a distorted geometry, from the Open Molecules 2025 dataset.

Structure (XYZ):
```
46
Properties=species:S:1:pos:R:3
Fe -0.59 -0.78 0.27
C 3.38 -2.01 0.28
C 2.73 -1.03 -0.74
O 1.29 -1.02 -0.81
H 2.88 -2.11 1.24
H 4.38 -1.67 0.55
H 3.55 -2.99 -0.17
H 3.14 -1.29 -1.71
H 3.09 0.00 -0.65
C -2.27 1.09 -1.98
O -1.49 0.79 -0.81
H -2.99 1.90 -1.90
H -1.63 1.52 -2.75
H -2.82 0.23 -2.37
C 1.38 2.83 -0.44
C 1.74 3.71 -1.61
O 2.13 4.91 -1.00
O 0.10 3.01 0.15
H 2.03 3.06 0.41
H 1.51 1.77 -0.64
H 1.00 3.81 -2.40
H 2.57 3.25 -2.14
H 1.54 5.08 -0.26
H -0.35 2.17 -0.02
C -2.28 -2.90 -1.68
O -1.57 -2.32 -0.85
N -2.81 -4.09 -1.53
N -2.71 -2.36 -2.81
H -2.71 -4.63 -0.69
H -3.39 -4.49 -2.25
H -3.23 -2.83 -3.53
H -2.57 -1.39 -3.04
C 0.30 0.97 2.70
O 0.32 0.35 1.70
N -0.12 2.21 2.76
N 0.62 0.47 3.85
H -0.59 2.56 3.58
H -0.42 2.55 1.86
H 0.58 1.06 4.67
H 0.84 -0.51 3.93
O -2.17 -0.96 1.69
H -2.54 -1.67 2.21
H -2.82 -0.26 1.75
O 0.15 -2.41 1.47
H -0.29 -3.10 1.97
H 1.07 -2.48 1.73
```

## Properties
**LUMO level (spin up / spin down)**: -0.0117 / -0.0121 hartree
**Total energy**: -2366.9329 Eh
**E_HOMO (spin up / spin down)**: -6.352 / -6.135 eV
**Expectation value of S²**: 6.007
**Multiplicity**: 5
**Orbital gap (spin up / spin down)**: 6.034 / 5.806 eV

---

The following is a quantum chemistry calculation of a 8-piece molecular cluster, C7H27NO7 overall at a distorted geometry, from the Open Molecules 2025 dataset.

Structure (XYZ):
```
42
Properties=species:S:1:pos:R:3
C 1.09 0.94 -2.24
C 1.15 -0.20 -1.14
C 0.14 -0.19 -0.19
C 0.16 -1.33 0.78
C 0.29 -2.55 0.18
N 0.30 -3.77 0.84
C -0.46 -1.07 2.12
C 0.48 -0.35 3.02
H 1.95 1.58 -2.10
H 0.19 1.36 -1.97
H 0.96 0.58 -3.20
H 1.96 -0.91 -1.24
H -0.60 0.60 -0.16
H 0.49 -2.66 -0.92
H 0.01 -3.89 1.84
H 0.92 -4.50 0.64
H -1.40 -0.44 1.95
H -0.80 -2.10 2.47
H 0.87 0.50 2.62
H 1.38 -0.97 3.05
H 0.01 -0.13 4.04
O -2.25 -0.06 -3.62
H -2.55 0.90 -3.70
H -2.77 -0.46 -2.87
O -2.42 -1.46 -1.58
H -1.55 -1.61 -1.05
H -2.96 -1.90 -1.08
O -3.40 1.73 0.64
H -2.44 2.07 0.80
H -3.18 1.04 0.10
O 3.07 1.16 0.33
H 2.41 1.92 0.61
H 3.45 1.26 1.19
O 2.89 -1.68 -3.06
H 1.97 -1.70 -2.70
H 3.39 -1.39 -2.32
O -1.58 3.22 1.81
H -2.47 3.47 1.40
H -1.85 2.89 2.71
O 1.22 3.06 0.77
H 0.25 3.34 0.80
H 1.71 3.72 0.41
```

## Properties
**Energy above the lowest of the compared OMol25 structures with the same formula, charge and spin**: 61.76 kcal/mol
**LUMO level**: 0.0032 hartree
**Total energy**: -864.1850 Eh
**E_HOMO**: -7.667 eV
**Multiplicity**: 1
**Structure (SMILES)**: C/C=C/C(=C/N)CC.O.O.O.O.O.O.O
**Orbital gap**: 7.755 eV

---

The following is a quantum chemistry calculation of a 9-piece molecular cluster, C7H27NO8 overall at a distorted geometry, from the Open Molecules 2025 dataset.

Structure (XYZ):
```
43
Properties=species:S:1:pos:R:3
C 0.74 -0.06 0.31
C 0.15 0.20 -1.01
C 0.55 -0.17 -2.28
N -0.37 0.32 -3.17
C -1.28 1.15 -2.53
C -2.31 1.70 -3.43
C -0.94 1.14 -1.20
C -1.67 1.80 -0.08
H 1.11 0.82 0.80
H 1.50 -0.84 0.15
H -0.04 -0.37 0.99
H 1.31 -0.84 -2.67
H -0.38 -0.01 -4.12
H -1.94 2.20 -4.32
H -3.08 2.43 -3.19
H -3.02 0.93 -3.76
H -2.29 2.59 -0.45
H -2.24 1.24 0.67
H -0.90 2.33 0.49
O -2.43 -2.07 -0.48
H -2.28 -2.43 0.41
H -1.70 -1.43 -0.54
O 2.46 -3.15 0.51
H 3.01 -3.86 0.16
H 2.92 -3.00 1.35
O 3.28 1.36 0.62
H 4.12 1.78 0.88
H 3.25 1.65 -0.31
O 3.49 -1.21 2.16
H 3.11 -0.36 1.87
H 4.20 -1.13 2.82
O -1.89 -2.67 2.95
H -1.11 -2.93 3.47
H -1.83 -1.78 3.34
O 0.89 -1.32 3.10
H 0.73 -0.39 2.96
H 1.80 -1.48 2.81
O 2.23 2.94 -1.74
H 1.59 2.88 -2.46
H 1.91 2.25 -1.15
O -4.28 0.00 2.43
H -3.59 -0.51 1.98
H -4.78 0.28 1.65
```

## Properties
**Energy above the lowest of the compared OMol25 structures with the same formula, charge and spin**: 31.50 kcal/mol
**LUMO level**: 0.0052 hartree
**Total energy**: -939.5545 Eh
**E_HOMO**: -8.136 eV
**Multiplicity**: 1
**Structure (SMILES)**: Cc1c[nH]c(C)c1C.O.O.O.O.O.O.O.O
**Orbital gap**: 8.279 eV

---

The following is a quantum chemistry calculation of C7H28AsF6N14O7Tl as an isolated structure at a distorted geometry, from the Open Molecules 2025 dataset.

Structure (XYZ):
```
64
Properties=species:S:1:pos:R:3
Tl 0.29 0.10 -0.20
As 3.73 2.94 -1.62
F 2.49 4.04 -2.35
F 3.97 4.03 -0.17
F 5.02 1.89 -1.00
F 3.66 1.75 -2.92
F 4.86 3.87 -2.63
F 2.49 1.90 -0.92
C 1.89 -2.67 2.51
O 1.09 -2.06 1.68
N 1.65 -2.89 3.72
N 3.00 -3.20 2.22
H 2.24 -3.45 4.32
H 0.85 -2.47 4.16
H 3.55 -3.58 2.97
H 3.22 -3.09 1.24
C -0.75 2.63 -3.15
O -0.62 2.26 -1.97
N -1.67 2.12 -3.95
N 0.06 3.47 -3.75
H -2.28 1.38 -3.64
H -1.38 2.31 -4.90
H 0.82 3.90 -3.24
H 0.09 3.46 -4.76
C -2.17 -2.56 1.35
O -1.88 -1.54 0.88
N -3.01 -2.80 2.28
N -1.27 -3.49 1.25
H -3.47 -1.98 2.65
H -3.24 -3.75 2.54
H -0.34 -3.30 0.92
H -1.52 -4.31 1.79
C 0.68 3.81 1.46
O 0.70 2.61 1.13
N -0.25 4.68 1.13
N 1.71 4.46 2.00
H -0.08 5.66 1.31
H -1.10 4.37 0.69
H 1.74 5.45 2.18
H 2.56 3.92 2.01
C -3.02 -0.62 -2.45
O -1.85 -0.48 -2.04
N -3.17 -1.36 -3.56
N -4.08 -0.09 -1.92
H -2.42 -2.03 -3.62
H -4.13 -1.44 -3.88
H -5.07 -0.21 -2.10
H -3.83 0.66 -1.29
C -0.03 -3.38 -2.18
O 0.43 -2.66 -1.25
N -0.67 -2.86 -3.26
N 0.00 -4.73 -2.06
H -0.37 -1.94 -3.55
H -0.74 -3.58 -3.97
H -0.58 -5.15 -2.77
H 0.14 -5.13 -1.14
C 0.06 0.59 3.72
O -0.39 0.49 2.59
N -0.20 -0.26 4.67
N 0.75 1.63 4.23
H -0.69 -1.11 4.41
H 0.27 -0.03 5.53
H 1.17 1.59 5.14
H 1.09 2.23 3.49
```

## Properties
**Energy above the lowest of the compared OMol25 structures with the same formula, charge and spin**: 104.97 kcal/mol
**LUMO level**: -0.4188 hartree
**Total energy**: -4583.7975 Eh
**E_HOMO**: -15.155 eV
**Multiplicity**: 1
**Charge**: +2
**Orbital gap**: 3.758 eV